[1]
{
  "formula": "C15H9CoN3O9",
  "method": "ωB97M-V with the def2-TZVPD basis set",
  "symbols": ["Co", "O", "C", "C", "O", "C", "C", "O", "C", "O", "O", "O", "N", "N", "O", "C", "C", "C", "C", "C", "C", "H", "H", "H", "H", "H", "O", "C", "C", "C", "C", "O", "N", "H", "H", "H", "H"],
  "xyz": [[0.230, 0.496, -1.388], [4.519, 4.502, -2.719], [3.648, 3.692, -2.463], [2.172, 3.991, -2.336], [1.649, 5.087, -2.488], [1.550, 2.712, -2.006], [2.528, 1.686, -1.941], [2.164, 0.492, -1.673], [3.858, 2.217, -2.213], [4.934, 1.633, -2.241], [0.327, 2.427, -1.796], [-1.735, 0.541, -1.221], [-2.210, 0.447, -0.047], [-1.344, 0.587, 0.887], [-0.085, 0.827, 0.686], [-1.795, 0.409, 2.222], [-0.835, 0.241, 3.209], [-1.233, 0.070, 4.525], [-2.579, 0.067, 4.865], [-3.531, 0.238, 3.866], [-3.149, 0.410, 2.547], [0.202, 0.237, 2.905], [-0.481, -0.068, 5.293], [-2.885, -0.065, 5.896], [-4.585, 0.240, 4.119], [-3.879, 0.542, 1.762], [0.374, -1.459, -3.689], [0.324, -2.052, -2.625], [0.376, -3.577, -2.507], [0.194, -3.822, -1.019], [0.030, -2.414, -0.427], [-0.211, -2.232, 0.755], [0.182, -1.474, -1.399], [1.330, -3.923, -2.906], [-0.416, -4.002, -3.125], [1.052, -4.295, -0.539], [-0.690, -4.408, -0.768]],
  "forces_ev_per_angstrom": [[0.0, 0.1, 0.0], [0.0, 0.0, 0.0], [0.0, 0.0, 0.0], [0.0, 0.0, 0.0], [0.0, 0.0, 0.0], [0.1, 0.0, 0.0], [0.0, 0.0, 0.0], [0.0, 0.0, 0.0], [0.0, 0.0, 0.0], [0.0, 0.0, 0.0], [0.0, 0.0, 0.0], [0.0, 0.0, -0.1], [0.0, 0.0, 0.1], [0.0, 0.0, -0.1], [0.0, 0.0, 0.1], [-0.1, 0.0, 0.1], [0.0, 0.0, 0.0], [0.0, 0.0, 0.0], [0.0, 0.0, 0.0], [0.0, 0.0, 0.0], [0.0, 0.0, 0.0], [0.0, 0.0, 0.0], [0.0, 0.0, 0.0], [0.0, 0.0, 0.0], [0.0, 0.0, 0.0], [0.0, 0.0, 0.0], [0.0, 0.0, 0.0], [-0.1, 0.0, 0.0], [0.0, 0.0, 0.0], [0.0, 0.0, 0.0], [0.1, 0.0, 0.0], [0.0, 0.0, 0.0], [0.0, 0.0, 0.0], [0.0, 0.0, 0.0], [0.0, 0.0, 0.0], [0.0, 0.0, 0.0], [0.0, 0.0, 0.0]],
  "homo_lumo_gap_ha": [0.213, 0.214],
  "homo_energy_ev": [-1.20, -1.22],
  "spin_multiplicity": 2,
  "total_charge": -2,
  "de_lowest_ev": 0.000
}

---

[2]
{
  "formula": "C15H9CoN3O9",
  "method": "ωB97M-V with the def2-TZVPD basis set",
  "symbols": ["Co", "O", "C", "C", "O", "C", "C", "O", "C", "O", "O", "O", "N", "N", "O", "C", "C", "C", "C", "C", "C", "H", "H", "H", "H", "H", "O", "C", "C", "C", "C", "O", "N", "H", "H", "H", "H"],
  "xyz": [[-0.926, -0.721, -0.102], [-5.956, -3.096, 2.436], [-4.946, -2.649, 1.927], [-4.766, -2.303, 0.467], [-5.615, -2.440, -0.404], [-3.407, -1.781, 0.352], [-2.772, -1.763, 1.627], [-1.587, -1.323, 1.770], [-3.673, -2.285, 2.652], [-3.473, -2.421, 3.853], [-2.812, -1.363, -0.695], [-0.514, 0.161, -1.988], [0.061, 1.272, -1.954], [0.134, 1.786, -0.779], [-0.362, 1.214, 0.295], [0.808, 3.026, -0.636], [1.341, 3.700, -1.732], [1.981, 4.911, -1.533], [2.098, 5.455, -0.257], [1.565, 4.769, 0.823], [0.919, 3.553, 0.644], [1.254, 3.268, -2.716], [2.397, 5.433, -2.386], [2.602, 6.402, -0.111], [1.652, 5.176, 1.824], [0.499, 2.992, 1.465], [-0.135, -4.033, -0.208], [0.823, -3.292, -0.298], [2.264, -3.807, -0.403], [3.091, -2.541, -0.543], [2.048, -1.419, -0.491], [2.356, -0.240, -0.570], [0.793, -1.924, -0.335], [2.329, -4.480, -1.258], [2.486, -4.390, 0.492], [3.631, -2.464, -1.488], [3.811, -2.382, 0.260]],
  "forces_ev_per_angstrom": [[-0.1, -0.4, 0.5], [0.0, -0.1, 0.0], [0.0, 0.2, 0.0], [0.0, -0.1, 0.0], [0.0, 0.0, 0.0], [0.0, 0.0, 0.0], [0.0, 0.0, 0.0], [0.0, 0.1, -0.1], [0.0, -0.1, 0.0], [0.0, 0.0, 0.0], [0.2, 0.2, 0.0], [0.0, 0.1, -0.3], [0.0, -0.1, -0.1], [0.2, 0.3, 0.0], [-0.1, -0.2, 0.0], [-0.1, -0.3, 0.1], [0.0, 0.1, 0.0], [0.0, 0.0, 0.0], [0.0, 0.0, 0.0], [0.0, -0.1, 0.0], [0.1, 0.1, 0.0], [0.0, 0.0, 0.0], [0.0, 0.0, 0.0], [0.0, 0.0, 0.0], [0.0, 0.0, 0.0], [0.0, 0.0, 0.0], [0.0, 0.0, 0.0], [-0.1, 0.0, 0.0], [0.0, 0.0, 0.0], [0.0, -0.1, 0.0], [0.0, 0.1, 0.1], [0.0, 0.0, 0.0], [-0.1, 0.1, -0.1], [0.0, 0.0, 0.0], [0.0, 0.0, 0.0], [0.0, 0.0, 0.0], [0.0, 0.0, 0.0]],
  "homo_lumo_gap_ha": [0.206, 0.208],
  "homo_energy_ev": [-1.15, -1.22],
  "spin_multiplicity": 4,
  "total_charge": -2,
  "de_lowest_ev": 0.000
}

---

[3]
{
  "formula": "C16H10BF2N3O6Tc",
  "method": "ωB97M-V with the def2-TZVPD basis set",
  "symbols": ["Tc", "O", "C", "C", "C", "N", "C", "C", "C", "O", "O", "C", "O", "O", "H", "H", "H", "O", "C", "C", "C", "C", "C", "C", "C", "N", "C", "C", "N", "H", "H", "H", "H", "H", "H", "H", "F", "B", "F"],
  "xyz": [[-0.218, -1.124, 0.038], [5.847, -1.350, 0.022], [4.506, -1.302, -0.022], [3.799, -1.268, -1.230], [2.427, -1.223, -1.166], [1.813, -1.211, 0.011], [2.459, -1.233, 1.174], [3.830, -1.277, 1.204], [1.509, -1.183, 2.366], [1.934, -1.172, 3.491], [0.243, -1.132, 2.009], [1.451, -1.166, -2.337], [1.859, -1.143, -3.470], [0.196, -1.136, -1.954], [6.215, -1.378, -0.869], [4.290, -1.277, -2.195], [4.365, -1.296, 2.143], [-2.144, -0.898, 0.069], [-3.017, 0.094, 0.031], [-4.376, -0.251, 0.012], [-5.358, 0.711, -0.029], [-5.016, 2.063, -0.053], [-3.686, 2.415, -0.033], [-2.663, 1.458, 0.012], [-1.269, 1.893, 0.045], [-0.183, 1.135, 0.042], [0.908, 1.974, 0.085], [0.484, 3.259, 0.112], [-0.889, 3.193, 0.087], [-4.617, -1.305, 0.029], [-6.398, 0.414, -0.043], [-5.781, 2.826, -0.090], [-3.441, 3.470, -0.059], [1.917, 1.596, 0.095], [1.015, 4.192, 0.147], [-1.511, 3.980, 0.109], [0.925, -3.993, 0.369], [-0.181, -3.306, 0.064], [-1.243, -4.047, -0.219]],
  "forces_ev_per_angstrom": [[0.1, 0.0, 0.0], [0.0, 0.0, 0.0], [0.0, 0.0, 0.0], [0.0, 0.0, 0.0], [0.0, 0.0, 0.0], [0.0, 0.0, 0.0], [0.0, 0.0, 0.0], [0.0, 0.0, 0.0], [0.0, 0.0, 0.0], [0.0, 0.0, 0.0], [0.0, 0.0, 0.0], [0.0, 0.0, 0.0], [0.0, 0.0, 0.0], [0.0, 0.0, 0.0], [0.0, 0.0, 0.0], [0.0, 0.0, 0.0], [0.0, 0.0, 0.0], [0.0, 0.0, 0.0], [0.0, 0.0, 0.0], [0.0, 0.0, 0.0], [0.0, 0.0, 0.0], [0.0, 0.0, 0.0], [0.0, 0.0, 0.0], [0.0, 0.0, 0.0], [0.0, 0.0, 0.0], [0.0, 0.0, 0.0], [0.0, 0.0, 0.0], [0.0, 0.0, 0.0], [0.0, 0.0, 0.0], [0.0, 0.0, 0.0], [0.0, 0.0, 0.0], [0.0, 0.0, 0.0], [0.0, 0.0, 0.0], [0.0, 0.0, 0.0], [0.0, 0.0, 0.0], [0.0, 0.0, 0.0], [0.0, 0.0, 0.0], [0.0, 0.0, 0.0], [0.0, 0.0, 0.0]],
  "homo_lumo_gap_ha": [0.284, 0.269],
  "homo_energy_ev": [-8.14, -8.56],
  "spin_multiplicity": 4
}

---

[4]
{
  "formula": "C16H10BF3N5O4",
  "method": "ωB97M-V with the def2-TZVPD basis set",
  "symbols": ["N", "C", "C", "C", "C", "N", "O", "O", "C", "C", "N", "O", "O", "N", "C", "H", "H", "C", "N", "C", "B", "F", "F", "F", "C", "C", "C", "C", "C", "C", "C", "H", "H", "H", "H", "H", "H", "H", "H"],
  "xyz": [[-2.581, -5.625, 1.824], [-2.077, -4.589, 1.612], [-1.576, -3.271, 1.313], [-0.233, -2.853, 1.114], [0.059, -1.515, 0.961], [1.391, -1.115, 1.111], [2.292, -1.996, 0.967], [1.603, 0.095, 1.378], [-0.885, -0.335, 0.870], [-2.314, -0.933, 1.102], [-3.520, -0.280, 1.283], [-3.850, 0.882, 1.348], [-4.533, -1.353, 1.483], [-3.912, -2.584, 1.536], [-2.583, -2.287, 1.283], [0.604, -3.542, 1.230], [-0.820, 0.455, 1.684], [1.811, 3.374, -0.365], [1.060, 2.130, -0.457], [-0.154, 1.877, 0.006], [-0.785, 3.084, 0.954], [-1.961, 2.680, 1.542], [0.183, 3.340, 1.921], [-0.966, 4.090, 0.014], [-0.605, 0.408, -0.334], [0.604, 0.042, -1.232], [1.554, 1.073, -1.224], [2.703, 1.100, -2.011], [2.898, 0.003, -2.859], [1.981, -1.062, -2.859], [0.807, -1.030, -2.090], [2.774, 3.250, -0.851], [1.276, 4.201, -0.837], [1.970, 3.660, 0.677], [-1.532, 0.449, -0.933], [3.387, 1.946, -2.012], [3.773, -0.042, -3.519], [2.113, -1.917, -3.521], [0.039, -1.811, -2.106]],
  "forces_ev_per_angstrom": [[1.0, 1.8, -0.3], [0.0, -1.4, 0.0], [1.4, -1.1, -0.3], [-1.9, -0.7, 0.8], [0.8, 0.8, 0.9], [0.6, -1.2, 0.1], [-0.7, 1.8, 0.4], [0.4, -1.3, -0.3], [-2.0, -1.4, 4.0], [-1.4, 1.7, -0.5], [1.7, -1.8, -0.1], [-0.3, -0.7, -0.3], [0.8, 1.2, 0.1], [3.0, 1.9, -0.9], [-3.3, -1.1, 0.7], [-0.3, 0.2, -0.2], [0.4, -1.4, -0.2], [0.2, 0.7, 0.4], [-1.7, -0.2, 0.1], [1.2, -0.3, 0.3], [-0.5, -1.2, -0.1], [-0.1, 0.2, 0.1], [0.1, 0.5, 0.2], [-0.1, 1.0, 0.0], [1.4, 3.6, -3.8], [-0.1, -0.2, -0.5], [0.0, -0.7, -1.0], [-0.5, -0.6, -0.2], [-0.2, -0.5, 0.2], [-0.3, 0.2, -0.3], [0.0, 0.2, 0.6], [-0.2, 0.0, 0.1], [-0.1, -0.3, 0.0], [-0.1, -0.3, -0.1], [0.4, 0.3, -0.2], [-0.2, -0.4, 0.0], [-0.4, 0.0, 0.3], [0.2, 0.3, 0.1], [0.5, 0.1, -0.2]],
  "homo_lumo_gap_ha": 0.246,
  "homo_energy_ev": -4.53,
  "spin_multiplicity": 1,
  "total_charge": -1
}

---

Sequential electronic energy output: -76226.027 -76226.669 -41825.138 -41222.158 eV